Molecular formula: C5H8NO
Method: DFT, wB97M-V/def2-TZVPD

Computed properties:
**Net charge**: -1
**ΔE to the lowest compared entry with this formula, charge and spin**: 80.84 kcal per mole
**Gap between HOMO and LUMO (alpha / beta)**: 5.6 / 5.6 eV
**Energy**: -8847.730 eV

```
15
Properties=species:S:1:pos:R:3:forces:R:3:nbo_charge:R:1
C 0.8469 1.3848 -0.0135 -0.01 1.10 0.56 -0.3771
C 1.6534 0.7704 -0.8438 0.38 -1.09 -1.16 -0.5996
C -0.3924 0.8067 0.6214 -0.33 0.10 -0.10 -0.4257
C -0.8334 -0.5726 0.0898 0.35 0.04 0.90 -0.1502
C 0.2726 -1.6079 0.2440 -0.15 -0.12 -0.11 -0.6657
N -1.2320 -0.5221 -1.3099 -2.90 1.76 -1.08 0.1401
O -2.2681 0.1831 -1.5317 3.01 -1.88 0.93 -0.3929
H 0.9854 2.4367 0.3302 0.02 -0.12 0.08 0.1186
H 2.5237 1.2830 -1.2644 -0.08 0.55 0.22 0.1242
H -0.2481 0.7302 1.7126 -0.17 -0.05 -0.10 0.1815
H -1.2297 1.4968 0.4543 -0.03 -0.06 0.12 0.1975
H -1.7133 -0.8688 0.6943 0.02 0.10 -0.46 0.1917
H -0.0401 -2.5683 -0.1610 -0.11 -0.23 0.04 0.1812
H 0.5437 -1.7270 1.2933 -0.03 0.00 0.10 0.1840
H 1.1313 -1.2251 -0.3153 0.01 -0.10 0.07 0.2922
```
Forces are in eV/Å.